--- P ---
This record from the Open Molecules 2025 dataset describes a 2-piece molecular cluster, C7H15N2 overall. The level of theory is ωB97M-V/def2-TZVPD.

Each line ends with the Löwdin charge.
Atoms and positions in Å:
1 C 0.62588 1.70072 1.30587  -0.205
2 C -0.96448 -2.02481 0.18718  -0.082
3 C 0.07178 0.36664 -1.19555  0.102
4 C 1.15992 2.10381 2.61448  -0.069
5 C -2.09788 -1.36451 0.66032  -0.079
6 C -0.91214 -2.72620 -1.10165  -0.054
7 C 1.23206 2.37986 -1.98137  -0.070
8 N 1.40890 1.72464 0.28764  0.084
9 N 0.85147 1.40180 -1.02180  -0.283
10 H -0.45090 1.46562 1.16633  0.113
11 H -0.03514 -2.02216 0.70015  0.116
12 H -0.22061 0.16156 -2.23508  0.051
13 H 2.20975 1.73332 2.68826  0.099
14 H 0.47583 1.92647 3.42448  0.066
15 H 1.31519 3.27108 2.58012  0.134
16 H -1.75565 -0.58485 1.46849  0.132
17 H -2.69687 -2.24263 0.94599  0.143
18 H -2.59711 -0.71706 -0.04392  0.104
19 H -0.94942 -3.87483 -0.87750  0.164
20 H 0.08072 -2.56539 -1.48791  0.092
21 H -1.81055 -2.35433 -1.60605  0.104
22 H 0.67991 3.34714 -1.68507  0.123
23 H 2.31647 2.65261 -1.79290  0.110
24 H 1.10322 2.19476 -3.07033  0.105

Results
Kohn-Sham gap (spin up / spin down) (eV): 7.1 / 7.1
Lowest unoccupied orbital energy (spin up / spin down) (eV): -5.4 / -5.4
Net charge: +1
Molar mass (g/mol): 127.211

--- Q ---
This record from the Open Molecules 2025 dataset describes a 2-piece molecular cluster, C7H15N2 overall. The level of theory is ωB97M-V/def2-TZVPD.

Each line ends with the Löwdin charge.
Atoms and positions in Å:
1 C -1.24453 2.79734 2.62358  -0.092
2 C -1.39469 1.77839 1.47004  -0.189
3 C -0.17899 -1.42846 -0.41533  -0.063
4 C 0.28290 -2.87383 -0.55292  -0.213
5 C 1.96771 -1.59456 -1.63037  -0.144
6 C 0.91694 -0.65152 -1.19441  -0.147
7 C -1.18759 2.05180 0.17162  -0.056
8 N 0.86378 0.62617 -1.41394  0.255
9 N 1.67960 -2.77175 -0.87592  -0.060
10 H -2.11015 3.53738 2.73503  0.109
11 H -1.41527 2.18157 3.57197  0.090
12 H -1.57703 0.79944 1.88032  0.082
13 H -1.21973 -1.29953 -0.86418  0.159
14 H -0.16368 -1.19998 0.63633  0.122
15 H 0.19307 -3.48474 0.34017  0.122
16 H -0.33274 -3.40157 -1.39076  0.148
17 H 2.17476 -1.82383 -2.74843  0.177
18 H 2.95098 -1.25122 -1.33794  0.133
19 H -1.08631 3.16084 0.13724  0.095
20 H -1.58318 1.38595 -0.58764  0.060
21 H 1.61060 1.06712 -2.08008  0.221
22 H -0.35709 3.28053 2.82952  0.038
23 H 0.05078 1.09520 -1.05224  0.041
24 H 2.05498 -3.61473 -1.19496  0.112

Results
Kohn-Sham gap (eV): 8.4
Lowest unoccupied orbital energy (eV): -4.4
Net charge: +1
Molar mass (g/mol): 127.211

The relative energies come out as P 0.1339; Q 0.0000, with values in hartree.

--- P ---
This record from the Open Molecules 2025 dataset describes H3PS2 as an isolated structure. The level of theory is ωB97M-V/def2-TZVPD.

Each line ends with the Löwdin charge.
Atoms and positions in Å:
1 P 1.26305 0.90025 -0.20044  0.489
2 S -1.91998 -0.03027 -0.53531  0.005
3 S -0.77490 0.73424 0.87298  -0.117
4 H 1.03675 -0.41091 -0.52315  -0.215
5 H 1.88257 0.55924 1.03214  -0.166
6 H -1.48749 -1.75254 -0.64621  0.005

Results
Kohn-Sham gap (eV): 8.7
Lowest unoccupied orbital energy (eV): -0.1
Net charge: 0
Molar mass (g/mol): 98.132

--- Q ---
This record from the Open Molecules 2025 dataset describes the molecule H3PS2. The level of theory is ωB97M-V/def2-TZVPD.

Each line ends with the Löwdin charge.
Atoms and positions in Å:
1 P -0.51718 0.22012 0.70243  0.216
2 S 1.49534 -0.82408 0.44606  0.201
3 S -1.34832 -0.46746 -1.15499  0.217
4 H -1.20782 -0.93991 1.27869  -0.143
5 H 1.11918 -2.08534 0.62977  -0.242
6 H -2.11520 0.59501 -0.95621  -0.250

Results
Kohn-Sham gap (eV): 9.5
SMILES: SPS
Lowest unoccupied orbital energy (eV): 0.2
Net charge: 0
Molar mass (g/mol): 98.132

--- R ---
This record from the Open Molecules 2025 dataset describes H3PS2 as an isolated structure. The level of theory is ωB97M-V/def2-TZVPD.

Each line ends with the Löwdin charge.
Atoms and positions in Å:
1 P 0.45617 -0.44022 -0.18138  0.225
2 S 2.38721 -0.05794 -0.36089  0.078
3 S -1.89736 1.16191 -0.23222  0.158
4 H 0.34642 -1.23094 -1.29150  -0.109
5 H 0.46427 -1.13363 1.00233  -0.104
6 H -1.75671 1.70081 1.06366  -0.247

Results
Kohn-Sham gap (spin up / spin down) (eV): 7.0 / 7.1
Lowest unoccupied orbital energy (spin up / spin down) (eV): -2.2 / -2.2
Net charge: 0
Molar mass (g/mol): 98.132

The relative energies come out as P 0.0553; Q 0.0000; R 0.0711, with values in hartree.

--- P ---
This record from the Open Molecules 2025 dataset describes a 2-piece molecular cluster, CH2ClNO4S overall. The level of theory is ωB97M-V/def2-TZVPD.

Each line ends with the Löwdin charge.
Atoms and positions in Å:
1 C 0.04358 0.23367 -0.03698  0.127
2 N 0.38311 1.57398 0.17797  -0.489
3 O 0.40966 2.04913 1.32575  0.063
4 O 0.61153 2.21852 -0.86114  0.040
5 O 2.34665 -1.59623 -0.84080  -0.367
6 O 2.66676 -0.95915 1.54123  -0.345
7 S 2.34211 -0.62430 0.20968  0.418
8 Cl 3.60329 0.90779 -0.32109  0.396
9 H 0.02502 0.06723 -1.00493  0.051
10 H -0.38915 -0.10679 0.86226  0.108

Results
Kohn-Sham gap (eV): 8.1
Lowest unoccupied orbital energy (eV): -3.0
Net charge: 0
Molar mass (g/mol): 159.550

--- Q ---
This record from the Open Molecules 2025 dataset describes the molecule CH2ClNO4S. The level of theory is ωB97M-V/def2-TZVPD.

Each line ends with the Löwdin charge.
Atoms and positions in Å:
1 C -0.09053 0.36755 0.70380  -0.066
2 N 0.68287 -0.77457 1.15668  -0.454
3 O 0.78531 -1.67328 0.36182  0.085
4 O 1.12994 -0.72176 2.27125  0.116
5 O -1.25409 -0.93221 -1.55495  -0.323
6 O 0.97955 0.10941 -1.87706  -0.326
7 S -0.31304 0.09365 -1.29519  0.350
8 Cl -1.20452 1.86726 -1.74536  0.388
9 H 0.39033 1.32152 0.88528  0.112
10 H -1.10582 0.34244 1.09373  0.118

Results
Kohn-Sham gap (eV): 11.1
SMILES: O=[N+]([O-])CS(=O)(=O)Cl
Lowest unoccupied orbital energy (eV): -0.6
Net charge: 0
Molar mass (g/mol): 159.550

The relative energies come out as P 0.0652; Q 0.0000, with values in hartree.

--- P ---
This record from the Open Molecules 2025 dataset describes the molecule C3H5FO2. The level of theory is ωB97M-V/def2-TZVPD.

Each line ends with the Löwdin charge.
Atoms and positions in Å:
1 C 1.31346 -0.21350 0.54288  -0.233
2 C -0.02485 0.48038 0.59143  -0.271
3 C -1.18455 -0.37544 0.54848  -0.197
4 H 0.98764 -0.19767 -1.21065  0.084
5 H 1.98232 0.55467 0.65500  0.098
6 H 1.52513 -0.86371 1.36953  0.137
7 H 0.03964 1.20398 1.39355  0.157
8 H -1.55054 -0.84661 1.49529  0.144
9 O 1.41186 -0.84910 -0.65952  0.007
10 O -1.78888 -0.59695 -0.48374  0.091
11 F -0.06583 1.37435 -0.51705  -0.015

Results
Kohn-Sham gap (eV): 11.0
SMILES: O=C[C@H](F)CO
Lowest unoccupied orbital energy (eV): 0.6
Net charge: 0
Molar mass (g/mol): 92.069

--- Q ---
This record from the Open Molecules 2025 dataset describes a 2-piece molecular cluster, C3H5FO2 overall. The level of theory is ωB97M-V/def2-TZVPD.

Each line ends with the Löwdin charge.
Atoms and positions in Å:
1 C -1.37599 -1.15272 0.95600  0.102
2 C -0.45430 -0.21083 0.34820  -0.307
3 C 0.99085 0.78222 -1.07108  -0.004
4 O 0.00983 -1.41947 0.44503  0.143
5 O -0.35782 0.62154 -0.62933  0.071
6 F -0.19698 0.76467 2.71130  -0.589
7 H -1.40754 -1.17448 2.09485  0.152
8 H -1.98370 -1.60832 0.28171  0.091
9 H 0.95428 1.14209 -2.15298  0.131
10 H 1.61316 -0.08151 -1.02332  0.088
11 H 1.43665 1.53209 -0.39428  0.120

Results
Kohn-Sham gap (spin up / spin down) (eV): 8.3 / 8.3
Lowest unoccupied orbital energy (spin up / spin down) (eV): -0.9 / -0.9
Net charge: 0
Molar mass (g/mol): 92.069

--- R ---
This record from the Open Molecules 2025 dataset describes C3H5FO2 as an isolated structure. The level of theory is ωB97M-V/def2-TZVPD.

Each line ends with the Löwdin charge.
Atoms and positions in Å:
1 C -0.84773 -0.70161 -0.88698  -0.310
2 C -0.45398 -1.57366 0.15064  -0.103
3 C 0.48255 -0.56862 -0.23950  -0.094
4 O -1.52185 -0.15830 -1.79898  0.058
5 O -0.00341 2.36412 0.75393  -0.098
6 F 1.13504 2.26087 1.56114  -0.155
7 H -0.99803 -1.28959 1.12873  0.165
8 H -0.27138 -2.55449 0.33245  0.079
9 H 0.40958 2.93150 -0.29819  0.285
10 H 0.89283 0.29545 0.20251  0.067
11 H 1.17638 -1.00566 -0.90576  0.107

Results
Kohn-Sham gap (eV): 9.1
Lowest unoccupied orbital energy (eV): -0.1
Net charge: 0
Molar mass (g/mol): 92.069

The relative energies come out as P 0.0000; Q 0.1432; R 0.2356, with values in hartree.

--- P ---
This record from the Open Molecules 2025 dataset describes a 2-piece molecular cluster, C4H12N3 overall. The level of theory is ωB97M-V/def2-TZVPD.

Each line ends with the Löwdin charge.
Atoms and positions in Å:
1 C 0.25673 -2.47430 -0.24072  -0.022
2 C -1.21652 0.13086 -0.88862  -0.057
3 C 0.26148 1.08803 0.72528  -0.314
4 C 0.89597 1.96997 -0.21931  0.009
5 N -0.67978 0.18592 0.35983  0.002
6 N 0.79912 0.81100 1.94461  0.159
7 N -0.62808 -1.96662 -1.12683  0.006
8 H 1.22557 -2.10148 -0.10378  0.055
9 H -0.16769 -2.99437 0.58489  0.061
10 H -2.29772 0.16225 -0.65241  0.098
11 H -0.96605 0.88248 -1.61089  0.072
12 H 1.85555 2.26152 0.15519  0.095
13 H 0.29646 2.86413 -0.32668  0.120
14 H 1.06741 1.66708 -1.23803  0.096
15 H -0.92794 -0.47997 1.02208  0.128
16 H 1.72230 1.14395 2.08293  0.102
17 H 0.21109 1.03599 2.71821  0.119
18 H -0.18191 -1.72328 -1.99280  0.120
19 H -1.52598 -2.46318 -1.19292  0.151

Results
Kohn-Sham gap (spin up / spin down) (eV): 7.3 / 7.0
Lowest unoccupied orbital energy (spin up / spin down) (eV): -3.9 / -4.1
Net charge: +1
Molar mass (g/mol): 102.161

--- Q ---
This record from the Open Molecules 2025 dataset describes an isolated ion of composition C4H12N3 and charge +1. The level of theory is ωB97M-V/def2-TZVPD.

Each line ends with the Löwdin charge.
Atoms and positions in Å:
1 C 1.16181 -1.35771 1.00690  -0.276
2 C 0.92378 0.17646 1.09077  -0.106
3 C -0.28466 0.51834 0.24549  -0.332
4 C -0.19299 1.17140 -0.89863  -0.044
5 N -1.44622 1.35948 -1.65955  0.192
6 N -1.58991 0.21056 0.70923  0.099
7 N 1.34178 -1.80900 -0.34898  0.010
8 H 2.06209 -1.53063 1.58820  0.115
9 H 0.32496 -1.86730 1.49199  0.103
10 H 0.61890 0.33749 2.12143  0.127
11 H 1.77564 0.67876 0.63869  0.124
12 H 0.71675 1.38238 -1.42373  0.127
13 H -2.01789 0.51162 -1.64682  0.167
14 H -1.23274 1.64947 -2.61838  0.174
15 H -2.00800 2.14138 -1.32148  0.172
16 H -1.93575 0.87019 1.39896  0.114
17 H -1.60809 -0.71667 1.12316  0.100
18 H 1.95651 -2.60549 -0.42673  0.082
19 H 1.43405 -1.12072 -1.07051  0.052

Results
Kohn-Sham gap (eV): 8.9
SMILES: NCC/C(N)=C/[NH3+]
Lowest unoccupied orbital energy (eV): -3.5
Net charge: +1
Molar mass (g/mol): 102.161

--- R ---
This record from the Open Molecules 2025 dataset describes an isolated ion of composition C4H12N3 and charge +1. The level of theory is ωB97M-V/def2-TZVPD.

Each line ends with the Löwdin charge.
Atoms and positions in Å:
1 C 1.41433 -0.09029 0.09213  -0.436
2 C 1.39727 -1.56396 0.00563  0.012
3 C -2.67501 0.45400 0.04850  -0.065
4 C -1.30330 0.03210 -0.45494  -0.228
5 N 1.94253 0.87215 -0.77292  0.097
6 N 2.41348 0.69357 0.60334  0.107
7 N -0.25054 0.52949 0.44909  0.110
8 H 2.43493 -1.89734 -0.04793  0.112
9 H 0.88290 -1.90333 -0.89100  0.094
10 H 0.94939 -2.01565 0.88672  0.100
11 H -2.88363 0.02267 1.02581  0.085
12 H -2.76350 1.53751 0.10962  0.086
13 H -3.43339 0.09656 -0.64379  0.092
14 H -1.11051 0.43582 -1.45120  0.137
15 H -1.24709 -1.05845 -0.49431  0.120
16 H 2.62588 0.55073 -1.45837  0.132
17 H 2.22822 1.48779 1.20867  0.127
18 H -0.45574 0.27119 1.41761  0.161
19 H -0.16620 1.54545 0.36732  0.156

Results
Kohn-Sham gap (eV): 11.5
SMILES: CC[NH2+]C1(C)NN1
Lowest unoccupied orbital energy (eV): -3.0
Net charge: +1
Molar mass (g/mol): 102.161

--- S ---
This record from the Open Molecules 2025 dataset describes a 2-piece molecular cluster, C4H12N3 overall. The level of theory is ωB97M-V/def2-TZVPD.

Each line ends with the Löwdin charge.
Atoms and positions in Å:
1 C -1.79879 -0.32773 1.49137  -0.072
2 C -2.25087 1.84569 0.71826  0.037
3 N -1.91117 0.66282 0.37873  -0.121
4 H -2.07960 -1.29950 1.07490  0.085
5 H -2.46139 -0.01832 2.30381  0.082
6 H -0.74924 -0.32819 1.82242  0.094
7 H -1.90296 2.68125 0.08407  0.101
8 H -2.92156 1.94690 1.60575  0.110
9 C 1.31067 0.12132 -0.87625  -0.126
10 C 2.10140 -1.00673 -0.84623  -0.168
11 N 3.42308 -1.10594 -0.34681  0.051
12 N -0.05572 0.02885 -1.42544  0.088
13 H 1.57503 1.10008 -0.48018  0.114
14 H 1.72710 -1.95182 -1.28078  0.125
15 H 3.61616 -2.03740 0.06787  0.112
16 H 3.69499 -0.32840 0.26261  0.101
17 H -0.16674 0.65568 -2.22540  0.147
18 H -0.86794 0.28810 -0.59259  0.092
19 H -0.28246 -0.92666 -1.73611  0.149

Results
Kohn-Sham gap (eV): 9.2
Lowest unoccupied orbital energy (eV): -3.2
Net charge: +1
Molar mass (g/mol): 102.161

The relative energies come out as P 0.1065; Q 0.0000; R 0.0525; S 0.0236, with values in hartree.

--- P ---
This record from the Open Molecules 2025 dataset describes an isolated ion of composition C4H12N3 and charge +1. The level of theory is ωB97M-V/def2-TZVPD.

Each line ends with the Löwdin charge.
Atoms and positions in Å:
1 C -2.44594 -0.13143 -0.77529  -0.096
2 C -2.06510 -0.85070 0.50691  -0.240
3 C -0.74527 -0.36716 1.10142  -0.131
4 N 0.36824 -0.54183 0.08461  0.093
5 C 1.38372 0.30417 -0.08914  -0.422
6 N 1.41740 1.51308 0.44832  0.226
7 N 2.22036 -0.00288 -1.12221  0.183
8 H -2.25706 0.94278 -0.66270  0.080
9 H -3.39962 -0.30596 -1.25841  0.082
10 H -1.68847 -0.38744 -1.52533  0.064
11 H -2.75005 -0.60948 1.32702  0.119
12 H -2.14555 -1.92882 0.36848  0.116
13 H -0.81182 0.68756 1.32251  0.109
14 H -0.44315 -1.03484 1.89876  0.129
15 H 0.51237 -1.49691 -0.23948  0.170
16 H 1.91054 2.28279 0.03381  0.141
17 H 0.88349 1.63352 1.29670  0.122
18 H 1.89083 -0.44175 -1.97221  0.134
19 H 3.07912 0.52282 -1.11449  0.120

Results
Kohn-Sham gap (eV): 11.6
SMILES: CCCNC(N)=[NH2+]
Lowest unoccupied orbital energy (eV): -3.2
Net charge: +1
Molar mass (g/mol): 102.161

--- Q ---
This record from the Open Molecules 2025 dataset describes a 2-piece molecular cluster, C4H12N3 overall. The level of theory is ωB97M-V/def2-TZVPD.

Each line ends with the Löwdin charge.
Atoms and positions in Å:
1 C -2.93761 0.48349 -0.16920  -0.126
2 C -2.74578 -1.03350 -0.17886  -0.218
3 C -1.97802 -0.23844 0.79520  -0.062
4 C 1.04368 -0.36899 0.63208  -0.060
5 N 1.23507 -0.85347 -0.84035  0.178
6 N 1.52416 0.92875 0.75470  -0.031
7 N 2.79721 1.03179 0.00288  0.001
8 H -2.63040 1.03216 -1.06534  0.096
9 H -3.84735 0.72792 0.45105  0.123
10 H -3.48777 -1.80038 0.09263  0.103
11 H -2.12700 -1.54724 -0.97680  0.101
12 H -1.95404 -0.15373 1.87794  0.079
13 H 1.31883 -1.09375 1.27390  0.073
14 H 2.15184 -0.33564 -1.12349  0.156
15 H 0.49488 -0.42636 -1.36490  0.130
16 H 1.48502 1.25865 1.62765  0.076
17 H 3.17101 1.85522 -0.51501  0.126
18 H 1.28442 -1.84511 -1.07334  0.162
19 H 3.54496 0.70167 0.59493  0.092

Results
Kohn-Sham gap (spin up / spin down) (eV): 7.3 / 9.7
Lowest unoccupied orbital energy (spin up / spin down) (eV): -4.5 / -3.3
Net charge: +1
Molar mass (g/mol): 102.161

The relative energies come out as P 0.0000; Q 0.2852, with values in hartree.